1.
{"formula": "C35H29MnN5O3P2S3", "method": "the ωB97M-V functional and the def2-TZVPD basis", "elements": ["Mn", "S", "P", "C", "P", "S", "C", "C", "C", "C", "C", "C", "C", "C", "C", "C", "C", "C", "C", "C", "C", "C", "C", "C", "C", "C", "C", "C", "C", "C", "H", "H", "H", "H", "H", "H", "H", "H", "H", "H", "H", "H", "H", "H", "H", "H", "H", "H", "H", "H", "N", "C", "C", "C", "C", "C", "C", "S", "O", "O", "N", "C", "N", "C", "C", "C", "N", "H", "H", "H", "H", "H", "H", "H", "H", "H", "O", "N"], "xyz": [[-0.142, -1.198, -1.948], [-0.388, -1.255, -5.306], [1.023, 0.728, -1.313], [0.204, 1.026, 0.285], [-1.528, 1.067, 0.067], [-2.244, -0.221, -1.308], [-2.233, 0.714, 1.705], [-2.433, -0.615, 2.068], [-2.833, -0.931, 3.357], [-3.051, 0.080, 4.285], [-2.872, 1.407, 3.920], [-2.459, 1.724, 2.634], [-2.053, 2.753, -0.339], [-3.255, 2.959, -1.011], [-3.681, 4.247, -1.290], [-2.903, 5.335, -0.916], [-1.697, 5.133, -0.262], [-1.273, 3.844, 0.030], [0.796, 2.320, -2.164], [-0.192, 2.388, -3.140], [-0.482, 3.600, -3.755], [0.230, 4.737, -3.414], [1.240, 4.668, -2.459], [1.517, 3.466, -1.832], [2.784, 0.654, -0.871], [3.317, 1.335, 0.222], [4.666, 1.233, 0.521], [5.494, 0.446, -0.271], [4.970, -0.236, -1.358], [3.619, -0.136, -1.655], [-2.279, -1.395, 1.330], [-2.983, -1.966, 3.636], [-3.370, -0.167, 5.289], [-3.058, 2.197, 4.637], [-2.321, 2.761, 2.351], [-3.843, 2.107, -1.328], [-4.616, 4.403, -1.812], [-3.231, 6.340, -1.147], [-1.077, 5.977, 0.011], [-0.321, 3.670, 0.514], [-0.742, 1.492, -3.407], [-1.263, 3.649, -4.503], [0.008, 5.681, -3.896], [1.805, 5.556, -2.204], [2.299, 3.415, -1.082], [2.669, 1.951, 0.835], [5.073, 1.764, 1.372], [6.546, 0.360, -0.033], [5.610, -0.861, -1.967], [3.203, -0.696, -2.485], [-1.558, -7.817, 0.667], [-0.849, -6.665, 0.380], [-1.121, -5.940, -0.784], [-0.382, -4.818, -1.102], [0.640, -4.411, -0.251], [0.928, -5.123, 0.908], [0.187, -6.245, 1.219], [1.544, -2.959, -0.596], [2.850, -3.068, -0.025], [1.438, -2.681, -2.035], [0.673, -1.708, -0.029], [0.869, -1.215, 1.185], [1.291, -1.982, 2.202], [1.409, -1.444, 3.393], [1.120, -0.106, 3.666], [0.738, 0.655, 2.599], [0.607, 0.129, 1.365], [-2.456, -7.911, 0.223], [-1.552, -8.119, 1.627], [-1.912, -6.268, -1.448], [-0.588, -4.265, -2.008], [1.729, -4.788, 1.551], [0.413, -6.813, 2.114], [1.743, -2.108, 4.184], [1.213, 0.320, 4.652], [0.530, 1.713, 2.656], [-1.155, -2.434, -3.175], [-0.597, -1.439, -3.733]], "lowdin_charge": [0.170, 0.616, 0.996, -0.501, 0.582, 0.439, -0.326, -0.097, -0.071, -0.081, -0.077, -0.078, -0.350, -0.092, -0.075, -0.080, -0.078, -0.103, -0.339, -0.097, -0.068, -0.085, -0.086, -0.086, -0.339, -0.104, -0.078, -0.079, -0.067, -0.085, 0.088, 0.106, 0.103, 0.104, 0.104, 0.081, 0.105, 0.103, 0.106, 0.096, 0.072, 0.108, 0.103, 0.103, 0.097, 0.095, 0.101, 0.103, 0.109, 0.104, 0.102, -0.317, -0.015, -0.037, -0.289, -0.059, -0.027, 0.656, -0.260, -0.347, -0.132, -0.372, 0.169, -0.091, -0.022, -0.047, -0.053, 0.092, 0.090, 0.116, 0.094, 0.108, 0.111, 0.118, 0.108, 0.135, -0.286, -0.820], "multiplicity": 2, "e_tot_ha": -4878.87414, "largest_force_ev_per_a": 1.36, "de_lowest_kj_mol": 24.2}

2.
{"formula": "C35H30AgAsN2OS2", "method": "the ωB97M-V functional and the def2-TZVPD basis", "elements": ["Ag", "S", "C", "C", "C", "C", "C", "C", "As", "C", "C", "C", "C", "C", "C", "C", "C", "C", "C", "C", "C", "H", "H", "H", "H", "H", "H", "H", "H", "H", "H", "H", "H", "H", "H", "O", "S", "C", "C", "C", "C", "C", "C", "C", "C", "C", "C", "C", "C", "H", "H", "H", "H", "H", "H", "H", "H", "H", "H", "N", "C", "C", "C", "C", "C", "N", "H", "H", "H", "H", "H", "H"], "xyz": [[-0.363, -0.022, 0.068], [-1.019, -1.875, 1.539], [-1.384, -1.222, 3.127], [-1.832, -2.153, 4.076], [-2.169, -1.771, 5.359], [-2.077, -0.437, 5.729], [-1.621, 0.490, 4.808], [-1.267, 0.127, 3.509], [-0.540, 1.457, 2.279], [-0.560, 3.057, 3.420], [-1.728, 3.703, 3.815], [-1.665, 4.833, 4.616], [-0.435, 5.335, 5.019], [0.734, 4.709, 4.615], [0.668, 3.577, 3.817], [-2.184, 1.871, 1.285], [-2.160, 2.942, 0.391], [-3.283, 3.272, -0.350], [-4.444, 2.524, -0.217], [-4.480, 1.457, 0.669], [-3.357, 1.133, 1.416], [-1.906, -3.189, 3.771], [-2.500, -2.517, 6.072], [-2.350, -0.121, 6.727], [-1.534, 1.525, 5.110], [-2.688, 3.313, 3.496], [-2.577, 5.323, 4.930], [-0.389, 6.217, 5.644], [1.694, 5.106, 4.920], [1.577, 3.084, 3.485], [-1.252, 3.531, 0.293], [-3.256, 4.109, -1.036], [-5.320, 2.775, -0.801], [-5.385, 0.873, 0.777], [-3.394, 0.301, 2.109], [2.065, -0.403, 0.633], [2.473, -1.688, 1.270], [4.288, -1.584, 1.284], [4.888, -0.398, 0.904], [6.271, -0.294, 0.947], [7.033, -1.379, 1.356], [6.421, -2.569, 1.726], [5.039, -2.676, 1.690], [2.419, -1.471, 3.062], [2.205, -2.572, 3.871], [2.135, -2.395, 5.243], [2.280, -1.127, 5.788], [2.519, -0.034, 4.968], [2.589, -0.206, 3.595], [4.261, 0.421, 0.575], [6.757, 0.627, 0.654], [8.112, -1.304, 1.378], [7.021, -3.414, 2.035], [4.542, -3.595, 1.978], [2.073, -3.557, 3.439], [1.949, -3.244, 5.888], [2.182, -0.989, 6.857], [2.636, 0.954, 5.396], [2.771, 0.629, 2.929], [-0.327, -1.528, -2.685], [0.354, -0.387, -2.964], [0.907, -0.166, -4.238], [1.588, 1.004, -4.473], [1.727, 1.937, -3.447], [1.120, 1.665, -2.243], [0.439, 0.541, -1.999], [-0.297, -2.307, -3.316], [-0.619, -1.694, -1.733], [0.778, -0.910, -5.012], [2.011, 1.198, -5.449], [2.280, 2.853, -3.592], [1.173, 2.368, -1.421]], "lowdin_charge": [0.482, 0.483, -0.735, -0.150, -0.099, -0.102, -0.114, -0.420, 1.274, -0.398, -0.114, -0.081, -0.092, -0.091, -0.126, -0.445, -0.141, -0.093, -0.094, -0.079, -0.109, 0.088, 0.099, 0.096, 0.083, 0.109, 0.103, 0.100, 0.100, 0.085, 0.098, 0.100, 0.099, 0.104, 0.095, -0.626, 0.962, -0.365, -0.077, -0.073, -0.088, -0.079, -0.084, -0.387, -0.087, -0.072, -0.076, -0.068, -0.086, 0.103, 0.104, 0.102, 0.104, 0.110, 0.113, 0.106, 0.104, 0.104, 0.101, 0.136, -0.381, -0.023, -0.073, -0.081, -0.138, 0.024, 0.101, 0.050, 0.108, 0.108, 0.099, 0.108], "e_tot_ha": -4715.60012, "largest_force_ev_per_a": 0.86}

3.
{"formula": "C35H30BaNOPS", "method": "the ωB97M-V functional and the def2-TZVPD basis", "elements": ["Ba", "C", "C", "C", "C", "C", "C", "C", "C", "C", "S", "C", "N", "H", "H", "H", "H", "H", "H", "H", "H", "C", "C", "C", "C", "C", "C", "P", "C", "C", "C", "C", "C", "C", "C", "C", "C", "C", "C", "C", "C", "C", "C", "C", "H", "H", "H", "H", "H", "H", "H", "H", "H", "H", "H", "H", "H", "H", "H", "H", "C", "O", "C", "C", "H", "H", "H", "H", "H", "H"], "xyz": [[-0.838, -0.308, 1.617], [-2.547, -3.962, 2.560], [-1.096, -4.164, 2.243], [-0.628, -5.367, 1.436], [0.673, -5.673, 1.080], [1.547, -4.680, 1.459], [2.867, -4.677, 1.026], [3.775, -3.649, 1.453], [3.229, -2.610, 2.241], [2.041, -2.486, 2.866], [1.584, -1.071, 3.679], [1.251, -3.505, 2.302], [-0.173, -3.479, 2.767], [-3.303, -4.457, 1.998], [-2.203, -2.565, 2.095], [-2.498, -4.100, 3.659], [-1.441, -6.064, 1.216], [1.137, -6.415, 0.519], [3.581, -5.541, 0.652], [4.766, -3.553, 0.975], [3.931, -2.040, 2.851], [4.859, 5.064, -1.537], [4.983, 3.445, -1.325], [3.908, 2.596, -0.911], [2.712, 3.246, -0.645], [2.739, 4.662, -0.616], [3.768, 5.535, -1.052], [1.236, 2.379, 0.147], [1.218, 0.687, -0.748], [2.036, -0.340, -0.238], [2.240, -1.603, -0.785], [1.304, -1.915, -1.814], [0.553, -0.969, -2.393], [0.412, 0.198, -1.704], [-0.304, 3.176, -0.642], [0.006, 4.192, -1.722], [-1.135, 4.721, -2.407], [-2.432, 4.480, -1.910], [-2.592, 3.693, -0.690], [-3.877, 3.596, -0.115], [-4.110, 3.017, 1.049], [-2.991, 2.266, 1.763], [-1.754, 2.261, 1.074], [-1.547, 2.937, -0.118], [5.977, 5.267, -1.750], [6.132, 2.946, -1.553], [3.957, 1.697, -0.736], [1.753, 5.153, -0.066], [3.533, 6.631, -0.887], [2.619, -0.075, 0.548], [2.887, -2.394, -0.357], [0.930, -2.989, -2.109], [-0.192, -1.317, -3.024], [-0.538, 0.780, -2.097], [0.829, 4.345, -2.158], [-0.973, 5.069, -3.428], [-3.289, 5.054, -2.271], [-4.791, 3.753, -0.803], [-5.120, 2.751, 1.133], [-3.098, 2.177, 2.826], [-4.363, -1.311, -0.885], [-3.400, -1.368, 0.233], [-2.152, -2.237, 0.295], [-2.081, -3.085, -0.801], [-5.112, -0.872, -0.130], [-4.740, -2.300, -1.099], [-4.074, -1.106, -1.945], [-2.892, -3.367, -1.591], [-1.048, -3.778, -0.996], [-7.642, 3.613, 0.294]], "lowdin_charge": [1.562, -0.041, -0.463, -0.001, -0.051, -0.222, -0.097, -0.118, -0.218, -0.812, 0.386, -0.143, 0.096, 0.046, 0.112, 0.067, 0.089, 0.089, 0.129, 0.098, 0.086, -0.100, -0.022, -0.109, -0.370, -0.134, -0.202, 1.113, -0.421, -0.177, -0.030, -0.099, -0.127, -0.148, -0.280, -0.066, -0.099, -0.025, -0.171, -0.144, -0.120, -0.137, -0.323, -0.342, 0.103, 0.133, -0.009, 0.157, 0.120, 0.054, 0.084, 0.133, 0.086, 0.159, -0.012, 0.085, 0.097, 0.076, -0.021, 0.052, -0.119, -0.377, -0.486, -0.117, 0.127, 0.032, 0.088, 0.046, 0.077, -0.627], "total_charge": -2, "e_tot_ha": -2246.10945, "largest_force_ev_per_a": 11.55, "de_lowest_kj_mol": 15.7}